Model P:
22
Properties=species:S:1:pos:R:3:mulliken_spin:R:1 method="wB97M-V/def2-TZVPD" e_homo_ev="0.482 / -4.804" charge=-1 spin_multiplicity=2
C 1.52 0.99 0.87 0.3060
C 1.24 -0.52 1.11 0.0016
C 0.15 -1.17 0.31 -0.0242
C -0.25 -2.41 0.66 0.0587
N -0.44 -0.61 -0.82 0.6374
N 1.94 1.35 -0.46 0.2964
H 0.63 1.57 1.12 -0.1081
H 2.32 1.27 1.57 0.0250
H 0.97 -0.76 2.14 -0.0032
H 2.15 -1.12 1.14 -0.0457
H -0.89 -3.19 0.28 0.0099
H 0.02 -2.81 1.66 0.0060
H -0.07 0.20 -1.28 -0.0427
H -1.29 -1.04 -1.11 -0.2009
H 2.78 0.90 -0.77 -0.0882
H 1.17 1.44 -1.13 -0.1776
H -3.13 -0.85 0.97 -0.0099
H -3.64 0.24 0.15 -0.0687
O -3.87 -0.26 0.94 0.1474
H -0.45 1.76 -3.08 -0.0748
H -0.68 2.92 -2.07 0.1148
O -0.16 2.10 -2.21 0.2408


Model Q:
22
Properties=species:S:1:pos:R:3:mulliken_spin:R:1 method="wB97M-V/def2-TZVPD" e_homo_ev="0.969 / -5.627" charge=-1 spin_multiplicity=2
N 0.17 -1.87 -0.49 -0.3692
C -0.02 -0.50 -0.15 0.8447
C -1.26 -0.19 0.74 -0.1279
C -1.08 -0.81 2.12 0.4584
O -0.91 -2.23 2.27 -0.2659
C -0.16 0.41 -1.36 0.1815
N 1.20 0.56 -1.90 0.3192
H 1.10 -2.08 -0.80 -0.0115
H -0.52 -2.31 -1.09 -0.0508
H -0.90 -2.51 1.34 0.0456
H 0.84 -0.12 0.45 0.3881
H -2.10 -0.45 0.08 0.0953
H -1.37 0.90 0.89 -0.3086
H -0.15 -0.37 2.49 -0.1432
H -1.79 -0.41 2.83 0.0065
H -0.63 1.37 -1.15 0.0369
H -0.79 0.15 -2.24 0.0013
H 1.26 0.91 -2.86 -0.1204
H 1.91 1.06 -1.39 -0.4771
H 2.11 3.06 0.72 -0.3702
H 1.49 2.25 -0.38 0.1033
O 1.60 3.19 -0.12 0.7638


Energetically preferred structure: model P | next structure: +0.284 eV


Model P:
22
Properties=species:S:1:pos:R:3:mulliken_spin:R:1 method="wB97M-V/def2-TZVPD" e_homo_ev="-3.019 / -3.728" charge=-1 spin_multiplicity=2
C 0.95 1.04 0.67 0.2478
C 0.11 2.09 -0.05 -0.0118
C 0.08 1.73 -1.54 0.0159
N -0.74 0.52 -1.70 0.0472
N 0.43 0.46 1.91 0.0102
C 0.02 -0.94 1.65 0.0120
O -0.79 -1.08 0.57 0.0110
H 1.00 0.10 -0.06 0.1794
H 2.04 1.41 0.81 -0.0040
H -0.92 2.05 0.32 0.0017
H 0.53 3.09 0.08 0.0148
H -0.38 2.59 -2.11 -0.0016
H 1.14 1.61 -1.98 -0.0256
H -0.63 -0.14 -0.98 -0.0303
H -0.58 0.06 -2.63 -0.0035
H -0.46 0.95 2.19 -0.0034
H 1.00 -1.52 1.50 -0.0017
H -0.43 -1.30 2.63 -0.0104
H 1.18 -0.55 -0.68 0.5479
H -0.46 -3.83 -0.74 0.0000
H -0.47 -2.32 -0.38 -0.0095
O -0.14 -2.98 -1.05 0.0139


Model Q:
22
Properties=species:S:1:pos:R:3:mulliken_spin:R:1 method="wB97M-V/def2-TZVPD" e_homo_ev="0.823 / -6.313" charge=-1 spin_multiplicity=2
C -1.21 -1.66 -0.81 0.0100
O -1.13 -2.92 -0.12 -0.0946
C -0.45 -0.59 -0.07 0.1582
C -0.29 0.70 -0.86 0.3648
C -0.56 1.93 -0.03 0.4428
N -1.99 2.15 0.27 -0.0500
N 0.79 -1.19 0.42 0.6479
H -2.28 -1.49 -0.80 0.0121
H -0.83 -1.85 -1.82 0.0010
H -1.09 -0.47 0.82 0.0779
H 0.68 0.74 -1.33 -0.3435
H -1.06 0.70 -1.62 0.0021
H 0.02 1.95 0.89 -0.1297
H -0.21 2.83 -0.56 -0.0668
H -2.13 2.15 1.28 -0.0068
H -2.50 1.30 0.01 0.0025
H -0.22 -3.02 0.18 0.0225
H 1.35 -0.56 0.99 -0.4030
H 1.35 -1.44 -0.39 -0.1658
H 3.90 1.04 1.09 -0.3056
H 4.32 -0.45 1.30 -0.3257
O 3.55 0.13 1.15 1.1498


Energetically preferred structure: model Q | next structure: +2.000 eV


Model P:
23
Properties=species:S:1:pos:R:3:mulliken_spin:R:1 method="wB97M-V/def2-TZVPD" e_homo_ev="1.234 / -6.044" charge=-1 spin_multiplicity=2
C 0.19 2.40 1.20 0.9469
C 1.45 1.68 0.98 0.0479
C -0.78 1.82 0.14 1.1485
O -0.41 1.79 -1.04 -0.3496
N -2.07 1.48 0.38 1.4286
H -0.16 2.25 2.32 -0.4940
H 0.03 3.38 1.03 -0.1377
H 1.68 1.33 0.01 -0.0173
H 1.54 0.84 1.61 0.2172
H -2.54 1.20 -0.45 -0.6937
H -2.54 1.28 1.24 -0.8663
H 2.29 2.21 1.19 -0.2995
C -0.56 -1.82 -0.52 0.4379
C 0.69 -1.75 0.34 0.2074
C -0.10 -2.37 -1.96 0.1505
H -0.89 -0.75 -0.69 0.0927
H -1.36 -2.43 -0.15 -0.5226
H 1.58 -1.51 -0.35 0.0308
H 0.83 -1.06 1.15 -0.2182
H -1.03 -2.40 -2.60 -0.0419
H 1.05 -2.81 0.61 0.0005
H 0.57 -3.22 -2.03 -0.0503
H 0.56 -1.56 -2.41 -0.0179


Model Q:
23
Properties=species:S:1:pos:R:3:mulliken_spin:R:1 method="wB97M-V/def2-TZVPD" e_homo_ev="-2.624 / -2.624" charge=-1 spin_multiplicity=2
C 1.54 1.19 0.19 0.0046
C 0.44 0.71 1.12 0.0313
C -0.46 -0.27 0.26 -0.0718
C -1.89 -0.26 0.82 0.0868
C 0.13 -1.61 0.12 0.7901
C -0.22 -2.44 -1.11 0.0104
N 2.25 0.12 -0.56 0.1013
H 2.28 1.80 0.74 0.0052
H 1.05 1.87 -0.50 0.0020
H 0.74 0.29 2.13 -0.0039
H -0.22 1.52 1.40 0.0005
H -2.10 -1.03 1.62 -0.0043
H -2.22 0.65 1.27 -0.0012
H 1.66 -0.84 -0.34 -0.0214
H -0.48 0.29 -0.68 0.0080
H 0.29 -3.39 -0.94 0.0010
H -1.32 -2.53 -0.98 0.0387
H 0.03 -2.03 -2.08 0.0104
H 0.23 -2.28 0.98 0.0185
H 3.25 0.27 -0.54 -0.0058
H -2.67 -0.47 0.06 -0.0001
H -1.91 2.82 -1.28 0.0002
O -1.45 2.25 -0.66 -0.0006


Model R:
23
Properties=species:S:1:pos:R:3:mulliken_spin:R:1 method="wB97M-V/def2-TZVPD" e_homo_ev="-2.695 / -2.695" charge=-1 spin_multiplicity=2
C -0.07 -1.09 1.44 0.0209
C -1.45 -1.02 0.83 -0.0345
N -1.68 0.06 -0.11 0.8889
C -2.89 -0.22 -0.87 -0.0281
C 2.11 1.80 0.50 -0.0011
C 1.00 1.70 -0.24 0.0014
C 0.92 0.91 -1.52 0.0109
O 2.89 -0.97 0.06 -0.0004
H 0.51 -0.17 1.38 0.0002
H 0.65 -1.81 1.02 -0.0001
H -0.02 -1.39 2.49 -0.0004
H -2.12 -0.91 1.70 0.0451
H -1.64 -2.01 0.36 0.0277
H -3.35 0.68 -1.28 0.0123
H -2.56 -0.70 -1.80 0.0469
H -3.65 -0.94 -0.56 0.0146
H 2.80 0.92 0.55 0.0002
H 2.11 2.45 1.38 -0.0001
H -0.13 0.70 -1.70 -0.0054
H 0.07 2.18 0.07 0.0014
H 1.39 1.40 -2.36 0.0020
H 1.41 -0.05 -1.30 -0.0023
H 3.71 -1.49 -0.03 0.0001


Energetically preferred structure: model P | next structure: +1.015 eV


Model P:
28
Properties=species:S:1:pos:R:3:mulliken_spin:R:1 method="wB97M-V/def2-TZVPD" e_homo_ev="-2.708 / -10.689" spin_multiplicity=2
O 2.59 -0.75 -0.69 0.0794
H 0.34 -0.14 -1.15 0.2529
H -1.22 -1.27 -0.77 0.0871
O -1.32 2.20 -0.72 0.1711
H -1.31 2.01 0.24 0.1420
O 0.90 1.69 2.63 0.0651
H -2.81 -0.50 2.14 0.0017
H 0.58 1.03 3.24 -0.0188
O -2.16 -0.79 2.80 0.1294
H 1.39 1.15 2.01 0.0067
H -2.21 2.13 -1.11 -0.0881
O -0.15 0.36 -1.84 0.0893
H 0.18 -0.71 2.62 0.0124
H -0.85 1.08 -1.24 0.1255
O 0.46 -0.69 1.71 0.1350
H 0.92 -1.37 1.22 0.0048
H 0.36 1.14 -2.22 -0.2731
O 0.59 -3.22 -0.03 0.1676
H 3.01 -0.26 0.02 -0.0220
H 1.33 -3.49 0.52 -0.0786
O 0.96 2.26 -3.40 0.0024
H -2.42 -0.27 3.57 -0.0514
H 0.23 -4.00 -0.47 -0.0169
O -1.98 -0.77 -0.42 0.1817
H 1.47 1.71 -4.01 0.0153
H 1.57 2.83 -2.91 -0.0607
H 2.87 -1.66 -0.82 -0.0046
H -2.62 -0.98 -1.12 -0.0552


Model Q:
28
Properties=species:S:1:pos:R:3:mulliken_spin:R:1 method="wB97M-V/def2-TZVPD" e_homo_ev="-2.712 / -11.256" spin_multiplicity=2
O -0.49 -2.39 0.08 0.1924
H 1.43 1.03 1.67 0.0078
H 0.22 3.44 0.36 -0.0093
O 0.64 0.98 -3.35 -0.0889
H 1.42 1.24 -3.90 0.0758
O 1.36 -4.22 1.59 0.1209
H -1.02 0.22 -1.33 -0.0681
H 1.67 -4.16 0.68 -0.0319
O -0.82 1.21 -1.02 0.0288
H 0.50 -4.63 1.42 -0.0062
H -0.10 1.29 -3.93 -0.0668
O -1.14 2.21 2.28 0.1365
H 1.42 -0.23 0.73 0.1106
H -1.23 1.82 1.40 0.0578
O 1.17 0.71 0.80 0.1343
H -0.16 1.41 -1.77 0.1633
H -2.01 2.56 2.51 -0.0265
O 0.32 -0.78 2.45 0.0874
H 0.03 -1.74 0.56 -0.0420
H 0.71 -1.63 2.70 -0.0381
O -0.99 -1.19 -1.95 0.1405
H -0.03 1.18 -0.29 0.0609
H -0.10 -0.35 3.20 -0.0021
O -0.19 3.53 -0.52 0.1727
H -0.78 -0.88 -2.85 0.0731
H -0.36 -1.93 -1.86 -0.0660
H -0.89 -3.07 0.62 -0.0965
H -0.58 4.38 -0.27 -0.0203


Energetically preferred structure: model Q | next structure: +0.092 eV


Model P:
12
Properties=species:S:1:pos:R:3:nbo_charge:R:1 method="wB97M-V/def2-TZVPD" e_homo_ev=-8.375
C -1.49 -0.17 -0.39 -0.4364
C 2.01 0.21 -0.46 -0.7725
N -1.56 0.00 1.06 -0.7238
S 1.80 -0.27 1.30 -0.1360
S -0.69 1.21 1.73 0.3726
H -1.07 0.65 -0.97 0.2304
H -0.82 -1.04 -0.61 0.2047
H -2.49 -0.54 -0.65 0.2082
H 1.44 1.11 -0.65 0.2230
H 1.47 -0.59 -1.01 0.1964
H 2.96 0.32 -0.99 0.2252
H -1.56 -0.89 1.64 0.4080


Model Q:
12
Properties=species:S:1:pos:R:3:nbo_charge:R:1 method="wB97M-V/def2-TZVPD" e_homo_ev=-8.858 smiles=NCCSS
N 1.30 -1.18 0.90 -0.8087
C 0.32 -0.18 0.73 -0.2376
C 0.22 0.39 -0.74 -0.5565
S -0.97 1.73 -0.89 0.1085
S -2.63 0.73 -0.58 -0.1221
H 1.37 -1.41 1.94 0.3608
H 2.16 -0.63 0.76 0.3388
H 0.38 0.77 1.34 0.1642
H -0.69 -0.65 0.76 0.1976
H -0.09 -0.43 -1.45 0.2183
H 1.26 0.73 -0.95 0.2167
H -2.63 0.12 -1.81 0.1200


Energetically preferred structure: model Q | next structure: +2.045 eV


Model P:
12
Properties=species:S:1:pos:R:3:nbo_charge:R:1 method="wB97M-V/def2-TZVPD" e_homo_ev=-8.328 smiles="C=CN.SS"
C -0.35 -1.24 1.72 -0.5198
C 0.64 -0.42 1.24 0.0124
N 1.59 -0.90 0.23 -0.8765
H -0.03 -2.30 1.61 0.1936
H -1.24 -0.96 2.26 0.2213
H 0.71 0.69 1.24 0.1898
H 1.39 -1.86 -0.26 0.3941
H 2.02 -0.13 -0.38 0.3864
S -0.26 2.39 -1.64 -0.1308
S -2.29 1.99 -1.86 -0.1190
H 0.22 1.26 -1.07 0.1227
H -2.39 1.47 -3.10 0.1256


Model Q:
12
Properties=species:S:1:pos:R:3:nbo_charge:R:1 method="wB97M-V/def2-TZVPD" e_homo_ev=-8.915 smiles="C=NC.SS"
C 1.80 1.16 0.64 -0.0641
N 1.07 2.08 0.04 -0.4035
C -0.22 1.92 -0.31 -0.4374
H 2.91 0.97 0.41 0.1859
H 1.35 0.32 1.26 0.1232
H -0.33 1.36 -1.23 0.2190
H -0.66 1.34 0.48 0.1716
H -0.57 3.00 -0.40 0.2071
S -0.82 -2.06 0.18 -0.1553
S -2.53 -3.19 -0.63 -0.1026
H -0.27 -3.04 0.95 0.1364
H -1.74 -3.86 -1.40 0.1196


Energetically preferred structure: model P | next structure: +0.822 eV